Entry from the Open Molecules 2025 dataset: the ion C4H11N3 with charge +2 (wB97M-V/def2-TZVPD).

Geometry (Å):
C -2.199 -0.375 -0.219
H 1.590 1.934 -0.367
H -0.911 2.137 0.709
C 0.272 -0.970 0.176
H -2.525 -1.504 -0.154
C -0.405 1.258 0.036
H 3.415 -0.021 -0.449
H 0.044 -1.423 -0.765
H -0.570 1.584 -1.074
C 1.470 -0.061 0.135
H -0.994 0.063 1.425
N 1.028 1.167 0.020
H -3.041 0.169 0.435
H -2.084 -0.097 -1.336
N -0.933 -0.085 0.475
H 0.169 -1.768 0.768
H 3.023 -1.434 0.269
N 2.650 -0.575 -0.082

Calculated values
charge: +2
structure (SMILES): C[N@@H+]1CNC(=[NH2+])C1

***

Entry from the Open Molecules 2025 dataset: an isolated molecule of C4H11N3O (wB97M-V/def2-TZVPD).

Geometry (Å):
H -2.287 0.644 0.876
N -1.918 0.391 -0.042
H -0.134 0.057 -2.037
H 0.613 -2.040 -0.968
H -0.826 -1.597 -0.219
H -1.343 2.036 -1.184
H 1.851 -0.563 -0.674
C 0.231 0.633 -1.167
N 1.376 -0.455 2.195
C 0.917 -0.303 -0.220
H 1.152 1.314 1.193
H -0.444 1.913 0.267
H -2.680 0.531 -0.720
N 0.167 -1.678 -0.132
C 1.067 0.242 1.178
C -0.893 1.343 -0.538
O 1.365 -1.794 2.226
H 1.036 1.380 -1.469
H 0.751 -2.053 1.435

Calculated values
structure (SMILES): NCC[C@H](N)/C=N\O

***

Entry from the Open Molecules 2025 dataset: a structure of composition C4H11N3O (wB97M-V/def2-TZVPD).

Geometry (Å):
C -0.539 -2.268 -0.308
H 1.826 2.013 0.355
H 0.669 -0.036 1.867
H -0.511 -0.566 -1.685
H -1.749 1.970 0.514
N -0.931 0.072 0.295
H 0.149 -2.875 -0.899
C 1.267 -0.280 -0.386
O 1.697 0.519 -1.230
H -0.845 1.716 -1.030
H 1.876 -1.155 -0.080
C -0.346 -0.797 -0.628
N 0.733 0.517 1.016
H -2.445 0.966 -0.767
C -1.509 1.263 -0.281
H -0.346 -2.464 0.747
H 1.021 2.349 1.771
N 1.543 1.641 1.263
H -1.558 -2.587 -0.533

***

Entry from the Open Molecules 2025 dataset: a structure of composition C4H11N3O (wB97M-V/def2-TZVPD).

Geometry (Å):
O 0.529 1.078 2.190
H 1.817 -0.889 -0.111
H 1.091 1.497 -0.980
C -0.942 0.751 -0.824
C 0.632 0.379 1.188
H -1.554 -2.132 0.858
H 0.148 2.410 0.198
H 1.775 -1.377 1.580
H -1.835 1.331 -0.622
H -0.940 -1.723 -0.629
C 1.817 -0.520 0.913
N -0.706 -0.331 0.719
N -0.765 -1.702 0.387
N 0.317 1.559 -0.328
H -1.741 0.062 -2.664
C -0.909 0.020 -1.980
H -0.004 -0.473 -2.309
H -1.459 0.014 1.312
H 2.729 0.044 1.104

***

Calculated values (eV) of energy relative to the best compared isomer or geometry (same formula, charge and spin) for the records, taken in order: 1.291, 3.731, 5.564, 4.906.
Calculated values (eV) of E_HOMO for the records, taken in order: -20.0, -8.6, -7.8, -7.5.
Calculated values (eV) of HOMO-LUMO gap for the records, taken in order: 11.66, 9.35, 7.91, 8.43.